1.
Below is a molecular structure, C17H30GeMnN11O5S2, with properties calculated with ωB97M-V/def2-TZVPD.

Geometry as XYZ:
```
67
Properties=species:S:1:pos:R:3
Mn 0.253 1.307 -0.122
N 0.009 1.078 1.924
N 0.937 1.728 2.771
C 1.655 2.762 2.325
N 2.474 3.437 3.104
S 1.461 3.215 0.686
H -0.949 1.342 2.219
H 0.018 0.039 2.088
H 1.023 1.399 3.729
H 2.595 3.247 4.090
H 3.010 4.209 2.731
N -1.176 2.859 -0.305
N -0.827 3.568 -1.476
C 0.006 3.024 -2.388
N 0.231 3.657 -3.519
N 0.526 1.833 -2.037
N 1.219 1.040 -2.936
O 1.441 -0.065 -2.516
O 1.541 1.487 -3.999
H -2.180 2.615 -0.360
H -1.082 3.508 0.492
H -1.266 4.463 -1.669
H -0.203 4.544 -3.737
H 0.871 3.256 -4.206
C 5.520 0.351 -0.932
N 4.201 0.179 -0.384
C 3.808 -0.867 0.390
C 2.485 -0.680 0.671
N 2.067 0.478 0.074
C 3.144 0.966 -0.555
H 6.269 0.160 -0.163
H 5.643 1.363 -1.312
H 5.690 -0.353 -1.750
H 4.480 -1.648 0.681
H 1.867 -1.312 1.280
H 3.189 1.894 -1.097
O 0.832 -2.826 2.762
S -0.483 -2.970 2.228
O -1.615 -3.130 3.057
N -0.643 -1.440 1.410
C -0.427 -1.623 0.169
O -0.367 -0.540 -0.685
C -0.349 -2.967 -0.346
C -0.281 -3.402 -1.670
C -0.417 -4.763 -1.912
C -0.598 -5.666 -0.871
C -0.617 -5.239 0.462
C -0.494 -3.896 0.696
H -0.129 -2.703 -2.479
H -0.388 -5.123 -2.930
H -0.724 -6.718 -1.080
H -0.760 -5.943 1.267
C -3.186 0.443 2.337
Ge -3.181 -0.095 0.420
C -3.612 -1.999 0.134
C -4.421 1.107 -0.576
C -1.399 0.317 -0.636
H -4.215 0.287 2.660
H -2.973 1.497 2.516
H -2.568 -0.201 2.956
H -4.680 -2.098 0.322
H -3.085 -2.637 0.835
H -3.425 -2.322 -0.887
H -5.385 0.605 -0.631
H -4.112 1.320 -1.597
H -4.595 2.045 -0.052
H -1.653 0.596 -1.677
```

Computed properties:
Lowest unoccupied orbital energy (spin up / spin down)   -0.3563 / -0.3487 Eh
Multiplicity   2
Kohn-Sham gap (spin up / spin down)   7.7 / 7.9 eV
⟨S²⟩   0.86
ΔE to the lowest compared entry with this formula, charge and spin   60.7 kJ/mol
HOMO energy (spin up / spin down)   -17.349 / -17.348 eV
Total charge   +3

Here are the Mulliken charges for atoms 1 to 8, given in e: -0.095, -0.020, -0.573, 0.989, -0.408, -0.450, 0.231, 0.335



2.
Below is 3 unconnected molecules or ions with the total composition C17H30N2O12S2, with properties calculated with ωB97M-V/def2-TZVPD.

Geometry as XYZ:
```
63
Properties=species:S:1:pos:R:3
C 0.052 -1.114 3.011
C -0.655 -1.512 1.970
C -1.637 -0.587 1.272
C -1.297 -0.270 -0.200
C -1.198 -1.589 -1.043
O -2.004 -2.409 -1.181
O 0.008 -1.696 -1.682
C 1.011 -0.786 -1.174
C 1.889 -1.528 -0.109
N 1.665 -2.979 -0.046
C 1.736 -0.264 -2.432
C 3.118 0.381 -2.152
C 4.257 -0.563 -2.614
N 5.505 -0.636 -1.858
O 4.158 -1.256 -3.554
C 0.075 0.328 -0.587
C 0.780 1.385 0.312
C -0.166 2.328 1.094
O -0.082 2.124 2.507
H 1.021 -1.555 3.255
H -0.365 -0.340 3.663
H -0.512 -2.551 1.653
H -1.765 0.305 1.895
H -2.624 -1.088 1.271
H -2.169 0.196 -0.683
H 1.744 -1.155 0.909
H 2.968 -1.431 -0.322
H 0.715 -3.189 0.229
H 1.905 -3.402 -0.934
H 1.135 0.493 -2.958
H 1.788 -1.121 -3.119
H 3.233 1.307 -2.736
H 3.277 0.578 -1.083
H 5.696 0.306 -1.509
H 5.297 -1.200 -1.031
H -0.189 0.936 -1.472
H 1.544 0.918 0.957
H 1.357 2.032 -0.374
H 0.068 3.393 0.917
H -1.225 2.193 0.828
H 0.716 1.634 2.735
C -0.325 -0.977 -6.034
C -1.753 -1.445 -6.213
O -2.517 -0.622 -5.326
S -1.838 0.831 -5.228
O -2.512 1.708 -6.114
O -1.638 1.140 -3.857
O -0.420 0.445 -5.883
H 0.118 -1.389 -5.124
H 0.304 -1.226 -6.887
H -1.882 -2.496 -5.965
H -2.107 -1.266 -7.232
C -2.994 1.856 7.336
C -2.000 2.736 6.608
O -1.243 1.834 5.796
S -2.186 0.616 5.331
O -2.671 0.889 4.028
O -1.541 -0.600 5.664
O -3.385 0.870 6.375
H -2.527 1.343 8.180
H -3.862 2.410 7.684
H -1.346 3.278 7.288
H -2.505 3.445 5.948
```

Computed properties:
Lowest unoccupied orbital energy   0.0175 Eh
Multiplicity   1
Kohn-Sham gap   9.6 eV
SMILES string   C=CC[C@@H]1C(=O)O[C@@](CN)(CCC(N)=O)[C@@H]1CCO.O=S1(=O)OCCO1.O=S1(=O)OCCO1
ΔE to the lowest compared entry with this formula, charge and spin   122.1 kJ/mol
HOMO energy   -9.080 eV

Here are the Mulliken charges for atoms 1 to 8, given in e: -0.696, -0.076, -0.829, 0.199, -0.217, -0.583, -0.492, 1.487



3.
Below is a molecular structure, C17H30N4OP2Pt, with properties calculated with ωB97M-V/def2-TZVPD.

Geometry as XYZ:
```
55
Properties=species:S:1:pos:R:3
Pt -0.032 -0.249 0.077
P 2.292 -0.291 -0.094
P -2.406 0.094 0.167
N 0.078 0.699 -1.571
H 1.005 -1.795 1.587
C 2.882 -1.791 -0.945
H 3.979 -1.829 -0.958
H 2.513 -1.775 -1.978
H 2.501 -2.692 -0.452
C 3.148 -0.224 1.518
H 4.226 -0.393 1.387
H 2.751 -0.980 2.206
H 2.993 0.764 1.970
C 3.054 1.084 -1.022
H 4.147 1.085 -0.913
H 2.664 2.038 -0.651
H 2.806 1.005 -2.086
C -3.198 -1.372 -0.572
H -4.287 -1.278 -0.466
H -2.841 -2.272 -0.051
H -2.922 -1.428 -1.634
C -3.124 0.269 1.835
H -4.219 0.271 1.745
H -2.781 1.213 2.274
H -2.800 -0.563 2.474
C -2.977 1.547 -0.753
H -4.052 1.674 -0.577
H -2.787 1.415 -1.822
H -2.440 2.435 -0.401
C 0.011 1.576 -2.533
C -0.012 2.044 -4.945
C -0.010 1.133 -3.911
C -0.005 3.004 -2.300
C -0.012 3.890 -3.356
C -0.008 3.421 -4.680
H -0.017 1.679 -5.972
H -0.012 0.055 -4.071
H -0.001 3.344 -1.257
H -0.019 4.962 -3.153
H -0.003 4.133 -5.507
C 0.087 -2.462 1.866
O -0.942 -1.623 1.408
C 0.175 -3.742 1.050
H 0.086 -4.604 1.723
H 1.152 -3.815 0.557
H -0.613 -3.795 0.287
C -0.138 -2.732 3.347
H -1.147 -3.153 3.458
H -0.069 -1.829 3.963
H 0.590 -3.459 3.725
N -0.169 1.211 1.739
C 0.117 1.288 2.888
N 0.442 1.631 4.079
C 0.244 0.894 5.150
N 0.105 0.289 6.148
```

Computed properties:
Lowest unoccupied orbital energy (spin up / spin down)   0.0092 / -0.0899 Eh
Multiplicity   5
Kohn-Sham gap (spin up / spin down)   5.6 / 5.6 eV
⟨S²⟩   6.08
HOMO energy (spin up / spin down)   -5.371 / -8.070 eV

Here are the Mulliken charges for atoms 1 to 8, given in e: 1.286, 0.815, 1.089, -0.160, -2.133, -1.052, 0.450, 0.294



Number 1: E_tot -154220.50650 eV, largest force on an atom 2.22 eV Å⁻¹. Number 2: E_tot -67332.64374 eV, largest force on an atom 3.55 eV Å⁻¹. Number 3: E_tot -47942.09664 eV, largest force on an atom 2.74 eV Å⁻¹.